Entry 1:
The following is a quantum chemistry calculation of C10H14F9O4Tc as an isolated structure, from OMol25.

Computed properties:
net charge: +3
orbital gap (alpha / beta): 8.76 / 8.53 eV
E_LUMO (alpha / beta): -0.5183 / -0.5339 hartree
spin multiplicity: 2
energy above the lowest of the compared OMol25 structures with the same formula, charge and spin: 12.87 kcal per mole

Atoms and positions in Å:
Tc -0.9585 -0.3538 1.2052
C -2.0506 2.3041 0.0054
O -1.0242 1.5598 0.8153
C -0.0086 2.3768 1.5364
C 1.2781 1.6050 1.4071
O 0.8923 0.1717 1.6077
C 1.9891 -0.8214 1.3969
C 1.3113 -2.1717 1.4123
O 0.0053 -1.9810 0.7185
C -0.3910 -3.0284 -0.2862
H -1.5261 2.7943 -0.8103
H -2.5313 3.0064 0.6825
H -2.7571 1.5603 -0.3560
H -0.3552 2.4798 2.5629
H 0.0570 3.3515 1.0539
H 2.0110 1.8663 2.1696
H 1.7081 1.6679 0.4072
H 2.7045 -0.7073 2.2106
H 2.4433 -0.5778 0.4364
H 1.0800 -2.5247 2.4151
H 1.8845 -2.9207 0.8674
H 0.3133 -2.9725 -1.1117
H -1.4064 -2.7907 -0.5952
H -0.3578 -3.9831 0.2337
F -4.4642 -1.2624 4.9981
C -4.1204 -1.2670 3.7320
F -4.4322 -2.4128 3.1592
F -4.7041 -0.2756 3.0749
C -2.5580 -1.0537 3.6633
O -2.2569 -0.7339 2.2813
C -1.7378 -2.3427 3.9745
F -1.9208 -3.2304 3.0001
F -0.4248 -2.0046 3.9377
F -2.0521 -2.8394 5.1303
C -2.0783 0.1757 4.5141
F -0.9336 0.6427 3.9144
F -2.9533 1.1503 4.4837
F -1.7977 -0.1839 5.7326



Entry 2:
The following is a quantum chemistry calculation of C10H14FKO4 as an isolated structure in a non-equilibrium geometry, from OMol25.

Computed properties:
net charge: -2
orbital gap: 2.77 eV
E_LUMO: 0.0942 hartree

Atoms and positions in Å:
K 8.9573 -14.2022 -16.7293
C 11.2743 -10.1922 -16.9562
C 11.7286 -11.6979 -16.7392
O 11.0409 -12.3900 -15.7789
H 11.8724 -9.6372 -17.6789
H 11.3180 -9.8067 -15.9376
H 10.2443 -10.1571 -17.3110
H 12.8009 -11.6413 -16.5520
H 11.7022 -12.3130 -17.6386
C 10.8551 -17.7978 -13.1734
C 10.8178 -17.0045 -14.4602
O 9.6082 -16.1684 -14.6057
H 10.0273 -18.5025 -13.0940
H 10.8040 -17.1579 -12.2925
H 11.7532 -18.4153 -13.1590
H 10.8699 -17.7242 -15.2771
H 11.7252 -16.4195 -14.6100
F 6.2176 -13.8115 -17.0455
C 8.0815 -12.6277 -20.1013
C 7.3520 -11.9028 -21.0055
C 6.3650 -12.5123 -21.9727
O 5.8812 -11.9419 -22.9432
C 6.0576 -13.8694 -21.6345
C 6.8367 -14.6014 -20.7815
C 8.0172 -14.0467 -20.0254
O 8.7688 -14.6906 -19.3515
H 8.8058 -12.1285 -19.4748
H 7.5987 -10.8526 -21.0565
H 5.2385 -14.3398 -22.1580
H 6.5156 -15.6051 -20.5451